Here is a structure of composition C38H57AsCl2GeMnNSSeSi3 from OMol25. Energies are from ωB97M-V/def2-TZVPD.

The geometry in XYZ format:
```
106
Properties=species:S:1:pos:R:3:forces:R:3
Mn 0.16459 -0.12201 0.88248 -0.1 -0.1 -0.3
S -1.83860 -0.95471 1.99440 0.1 0.0 -0.1
C -2.12876 -2.65599 1.66632 0.0 -0.1 0.1
C -2.62250 -3.45245 2.70748 0.0 -0.1 -0.1
C -2.94001 -4.78503 2.50210 0.0 0.1 0.0
C -2.76134 -5.35654 1.24873 0.0 0.0 0.0
C -2.25304 -4.58233 0.21524 0.0 0.1 0.1
C -1.93400 -3.23850 0.40552 0.0 -0.1 -0.1
As -1.19389 -2.11370 -1.01551 -0.2 0.1 0.2
C -0.99265 -3.52751 -2.37687 0.1 0.0 0.0
C 0.11608 -4.36223 -2.49081 0.0 0.0 0.0
C 0.17870 -5.32064 -3.49623 0.0 0.0 0.0
C -0.86844 -5.46140 -4.39865 0.0 0.0 0.0
C -1.97708 -4.63027 -4.29618 0.0 0.0 0.0
C -2.02957 -3.66613 -3.29692 0.0 0.0 0.0
C 0.58176 -1.92272 -0.20351 0.1 -0.1 0.0
C 1.72577 -1.22418 -0.95482 0.0 0.0 0.0
C 2.76406 -2.18564 -1.47489 0.1 -0.1 0.0
C 3.05690 -3.26701 -0.74678 0.0 0.1 -0.1
C 2.26882 -3.59192 0.43717 0.0 -0.1 0.1
C 1.06829 -3.01808 0.64008 0.0 0.0 0.0
H -2.74253 -3.00329 3.68553 0.0 0.0 0.0
H -3.31934 -5.37878 3.32677 0.0 0.0 0.0
H -2.99954 -6.40039 1.07828 0.0 0.0 0.0
H -2.09252 -5.03668 -0.75350 0.0 0.0 0.0
H 0.93714 -4.26187 -1.79223 0.0 0.0 0.0
H 1.05150 -5.95959 -3.57029 0.0 0.0 0.0
H -0.81922 -6.20970 -5.18154 0.0 0.0 0.0
H -2.79651 -4.72558 -4.99957 0.0 0.0 0.0
H -2.88988 -3.00903 -3.23376 0.0 0.0 0.0
H 1.32272 -0.62998 -1.77867 0.0 0.1 -0.1
H 3.28024 -1.97877 -2.40932 0.0 0.0 0.0
H 3.84009 -3.95392 -1.05378 0.0 0.0 0.0
H 2.62052 -4.36150 1.11439 0.0 0.0 0.0
H 0.44964 -3.35683 1.46038 0.0 -0.1 0.0
Cl 0.43491 1.66678 2.80619 -0.1 0.2 0.3
C -0.60347 1.17098 4.17840 0.2 0.0 -0.1
Cl -0.54246 2.38686 5.46175 0.0 0.0 0.1
H -0.19645 0.22119 4.52467 0.0 0.0 0.0
H -1.61364 1.09648 3.81175 -0.2 0.0 0.0
C -2.47441 2.86430 -3.98460 0.1 0.0 -0.1
Si -1.21761 1.75126 -3.08533 0.0 0.0 0.0
C -1.56751 0.02845 -3.78906 0.0 0.0 -0.1
C 0.42726 2.24296 -3.89273 0.1 0.0 0.0
Ge -1.15025 1.84001 -0.68480 0.1 0.0 0.2
Si -3.47043 1.87852 -0.05946 0.0 0.0 0.0
C -3.71850 2.02539 1.81341 0.0 0.0 0.0
C -4.51393 3.31263 -0.76110 0.0 0.0 0.0
C -4.39929 0.31594 -0.57624 0.0 0.0 0.0
Si -0.65979 4.17904 -0.33587 0.0 0.0 0.0
C -1.24152 5.38972 -1.68388 0.0 0.1 0.0
C -1.39720 4.87834 1.26569 0.0 0.0 0.0
C 1.18359 4.59798 -0.19860 0.1 0.0 0.0
H -2.50352 2.54367 -5.03589 0.0 0.1 0.1
H -2.16909 3.91323 -3.96646 0.0 0.0 0.1
H -3.48657 2.80135 -3.58690 0.0 0.0 0.0
H -1.65859 0.11361 -4.88049 0.0 0.0 0.1
H -2.49144 -0.41037 -3.39895 0.1 0.1 0.0
H -0.75880 -0.67605 -3.57460 0.0 0.0 0.0
H 0.27957 2.31386 -4.97851 0.0 0.0 0.1
H 1.20351 1.49301 -3.70590 -0.1 0.1 0.0
H 0.80099 3.20927 -3.53471 0.0 -0.1 0.0
H -3.13618 2.83121 2.26498 0.0 0.0 0.0
H -3.45593 1.08245 2.30088 0.0 0.1 0.0
H -4.77965 2.22427 2.01158 0.1 0.0 0.0
H -4.03307 4.29034 -0.65194 0.0 -0.1 0.0
H -5.46946 3.34615 -0.21950 0.1 0.0 0.0
H -4.74417 3.16498 -1.81808 0.0 0.0 0.0
H -3.98846 -0.55461 -0.05640 0.0 0.1 0.0
H -4.33435 0.13211 -1.65435 0.0 0.0 0.1
H -5.45992 0.41697 -0.30800 0.1 0.0 0.0
H -2.31054 5.31190 -1.90071 0.1 0.0 0.0
H -0.69438 5.22653 -2.61953 -0.1 0.0 0.1
H -1.03104 6.41563 -1.35013 0.0 -0.1 0.0
H -2.49049 4.89819 1.25397 0.0 0.0 0.0
H -1.04179 5.91031 1.37971 0.0 0.0 0.0
H -1.07430 4.31255 2.14558 0.0 0.0 -0.1
H 1.72252 4.38760 -1.12886 0.0 0.0 0.1
H 1.67968 4.04752 0.60606 -0.1 0.1 -0.1
H 1.28671 5.67003 0.01645 0.0 -0.1 0.0
C 2.79066 1.62577 -1.35394 0.0 0.0 -0.1
C 3.17556 0.81955 -0.11736 0.0 0.0 0.0
C 4.56109 0.18928 -0.35313 0.0 0.0 0.0
C 3.30508 1.75030 1.08665 0.1 0.0 0.1
C 2.16229 -0.28690 0.17936 -0.1 0.0 -0.1
H 3.47345 2.47213 -1.49417 0.0 0.0 0.0
H 1.77215 2.01071 -1.26753 0.0 0.0 0.0
H 2.84200 1.00523 -2.25423 0.0 0.0 0.0
H 5.31768 0.97765 -0.44657 0.0 0.0 0.0
H 4.58424 -0.41221 -1.26469 0.0 0.0 0.1
H 4.83838 -0.45802 0.48267 0.0 0.0 0.0
H 4.13975 2.44868 0.95198 0.0 0.0 0.0
H 3.47446 1.17709 2.00401 0.0 0.0 -0.1
H 2.40339 2.34361 1.21990 -0.1 0.0 0.0
H 2.52566 -0.90149 1.00658 0.1 -0.1 0.1
Se 1.54145 -1.72069 4.17887 -0.1 -0.1 0.0
C 3.13419 -1.06779 4.93491 0.0 0.1 0.0
C 3.48426 0.29384 4.90641 0.1 0.0 0.1
C 4.67028 0.72364 5.47577 0.0 -0.1 0.0
N 5.55916 -0.07338 6.08159 0.0 0.0 0.0
C 5.22968 -1.36940 6.10775 -0.1 0.0 -0.1
C 4.07158 -1.90145 5.56774 0.1 0.1 0.0
H 2.82344 1.01257 4.43661 0.0 0.0 0.0
H 4.92346 1.78128 5.44177 0.0 0.0 0.0
H 5.94299 -2.03193 6.59515 0.0 0.0 0.0
H 3.88572 -2.96571 5.63331 0.0 0.0 0.0
```
Positions in Å, forces in eV/Å.

## Properties
- Total energy: -11589.2287 a.u.
- Multiplicity: 5
- Largest force on an atom: 0.0066 Eh/bohr
- Highest occupied orbital energy (alpha / beta): -0.066 / -0.068 Eh
- Net charge: -2
- HOMO-LUMO gap (alpha / beta): 6.0 / 6.0 eV